# 1
ORCA calculation (the ωB97M-V functional and the def2-TZVPD basis) on a cluster of 2 separate species, C11H15N in total at a distorted geometry.

Cartesian coordinates (Å):
C: 4.2395 0.2284 -0.4628
C: 3.0819 -0.3459 0.3415
H: 4.6411 1.1008 0.0335
H: 5.0459 -0.5104 -0.4385
H: 3.9346 0.5305 -1.4638
H: 3.3509 -0.7108 1.3368
H: 2.7251 -1.2564 -0.1475
H: 2.1895 0.2640 0.5086
C: -1.7162 -1.4992 2.3102
C: -1.6235 -0.1775 0.0099
C: -1.4362 -0.3270 1.4118
C: -1.2410 1.1456 -0.3462
C: -0.8694 0.8650 1.8532
C: -2.0962 -1.0790 -0.9871
C: -2.1364 -0.6732 -2.3329
C: -1.7854 0.6088 -2.6793
C: -1.3503 1.5189 -1.6911
N: -0.7622 1.7395 0.7824
H: -2.5978 -1.9913 -0.6701
H: -2.3191 -1.4060 -3.1114
H: -1.7766 0.9860 -3.6958
H: -2.2380 -2.2683 1.7425
H: -2.5531 -1.1919 2.9643
H: -0.4869 1.0267 2.8526
H: -0.2767 2.6161 0.8806
H: -1.0664 2.5310 -1.9590
H: -0.8772 -1.7241 2.9574

Properties
Electronic energy   -13139.03167 eV
Total charge   -1
HOMO energy (alpha / beta)   0.0300 / -0.1007 Ha
Energy above the lowest of the compared OMol25 structures with the same formula, charge and spin   12.3 kcal per mole
Spin multiplicity   2

***

# 2
ORCA calculation (the ωB97M-V functional and the def2-TZVPD basis) on the molecule C5H13NO at a distorted geometry.

Cartesian coordinates (Å):
C: -2.6488 1.8469 0.4695
C: -1.4625 1.2875 -0.2578
C: -1.2012 -0.3286 -0.0170
N: 0.2587 -0.5099 0.0200
C: 1.3159 -1.3462 -0.4538
C: 2.7869 -0.8769 -0.2839
O: 3.0095 -0.5847 1.0641
H: -2.8574 2.9556 0.2043
H: -3.5850 1.1585 0.3016
H: -2.5259 1.9729 1.4977
H: -0.4565 1.5907 -0.0555
H: -1.4101 1.3432 -1.3165
H: -1.9073 -0.7799 0.6716
H: -1.6060 -0.7326 -1.0173
H: 0.6546 -0.0873 0.8803
H: 1.2599 -2.3063 -0.0532
H: 1.0539 -1.5648 -1.4989
H: 3.4128 -1.6203 -0.7695
H: 2.8068 0.1252 -0.8216
H: 3.1018 -1.5430 1.4358

Properties
SMILES   CCCNCCO
Electronic energy   -8930.77935 eV
HOMO energy   -0.2968 Ha
Energy above the lowest of the compared OMol25 structures with the same formula, charge and spin   74.5 kcal per mole

***

# 3
ORCA calculation (the ωB97M-V functional and the def2-TZVPD basis) on a structure of composition C49H44ClN5P2TeW at a distorted geometry.

Cartesian coordinates (Å):
W: -1.0792 0.9335 -0.2605
C: -4.0114 2.2396 0.0268
C: -4.6642 1.0560 -0.6828
C: -4.1593 -0.2828 -0.2164
C: -5.0812 -1.3224 -0.1661
C: -4.7439 -2.5376 0.4034
C: -3.4942 -2.6343 0.9936
C: -2.6164 -1.5752 0.8710
N: -2.8924 -0.4300 0.2205
N: -2.6651 2.5255 -0.4806
C: -2.7439 2.8963 -1.9131
C: -2.4967 1.7149 -2.8030
C: -3.0077 1.6500 -4.0881
C: -2.7096 0.5585 -4.8918
C: -1.8905 -0.4323 -4.3631
C: -1.4087 -0.2909 -3.0790
N: -1.6952 0.7577 -2.2833
C: -2.0825 3.6686 0.2431
C: -0.6834 3.8929 -0.2951
C: -0.3516 5.1601 -0.6797
C: 0.8234 5.6441 -1.3344
C: 1.9016 4.9445 -1.7055
C: 2.1420 3.4951 -1.4730
N: 0.0446 2.7385 -0.3451
H: -3.9505 2.0200 1.0984
H: -4.6540 3.1240 -0.0989
H: -4.5739 1.1463 -1.7677
H: -5.7320 1.0841 -0.4565
H: -6.0724 -1.1631 -0.5616
H: -5.4453 -3.3558 0.4205
H: -3.1937 -3.5104 1.5441
H: -1.6597 -1.6277 1.3732
H: -1.9561 3.6331 -2.1265
H: -3.7054 3.3705 -2.1467
H: -3.6299 2.4511 -4.4544
H: -3.0999 0.4873 -5.8927
H: -1.6205 -1.2993 -4.9436
H: -0.7520 -1.0480 -2.6589
H: -2.0240 3.4394 1.3153
H: -2.7032 4.5673 0.1236
H: -1.1025 5.9173 -0.5055
H: 0.8019 6.6939 -1.5826
H: 2.6951 5.4549 -2.2300
H: 3.2204 3.3411 -1.4008
Te: -0.0219 -2.8082 -0.6912
C: 1.4663 -4.2630 -0.0193
C: 2.8098 -4.1606 -0.3364
C: 3.6656 -5.1777 0.0681
N: 3.2548 -6.2403 0.7257
C: 1.9719 -6.3644 0.9868
C: 1.0285 -5.4060 0.6329
C: 0.3731 -0.8462 0.2426
P: 1.1126 0.2607 -0.9369
C: 2.1821 -0.3761 -2.2670
C: 3.3258 -1.0838 -1.9049
C: 4.2187 -1.4859 -2.8815
C: 3.9766 -1.1756 -4.2109
C: 2.8542 -0.4450 -4.5682
C: 1.9552 -0.0372 -3.5976
C: 2.1057 1.4993 -0.0928
C: 1.4853 2.8741 -0.2095
C: 1.8445 3.6696 1.0568
C: 3.2682 3.5210 1.4627
C: 3.9391 2.3930 1.2111
C: 3.2856 1.3113 0.5180
P: 1.0826 -0.6082 1.9238
C: 1.5131 -2.2691 2.5538
C: 2.8621 -2.4883 2.8241
C: 3.2849 -3.6800 3.3850
C: 2.3566 -4.6534 3.7099
C: 1.0118 -4.4397 3.4525
C: 0.5862 -3.2640 2.8613
C: -0.4327 -0.2314 2.8826
C: -1.2579 0.7942 2.4100
C: -2.2695 1.3096 3.2029
C: -2.4904 0.7974 4.4720
C: -1.6833 -0.2219 4.9475
C: -0.6559 -0.7198 4.1688
H: 3.1937 -3.3319 -0.9058
H: 4.7230 -5.1377 -0.1568
H: 1.6824 -7.2662 1.5090
H: -0.0144 -5.5606 0.8623
H: 3.5090 -1.2984 -0.8600
H: 5.1087 -2.0349 -2.6111
H: 4.6685 -1.4973 -4.9720
H: 2.6857 -0.1875 -5.6030
H: 1.0860 0.5489 -3.8666
H: 1.7824 2.9062 -2.3270
H: 1.5485 4.7154 0.9795
H: 3.6913 4.3238 2.0432
H: 4.9523 2.2503 1.5527
H: 3.7689 0.3460 0.5290
H: 3.5776 -1.7061 2.6085
H: 4.3308 -3.8448 3.5880
H: 2.6790 -5.5767 4.1641
H: 0.2898 -5.1950 3.7205
H: -0.4676 -3.1174 2.6552
H: -0.9494 1.3407 1.4699
H: -2.8687 2.1485 2.8764
H: -3.2625 1.2174 5.0967
H: -1.8402 -0.6132 5.9391
H: -0.0107 -1.4892 4.5639
Cl: 0.8498 2.9793 2.4147

Properties
Electronic energy   -99180.93623 eV
Total charge   +2
HOMO energy (alpha / beta)   -0.4434 / -0.4542 Ha
Energy above the lowest of the compared OMol25 structures with the same formula, charge and spin   24.5 kcal per mole
Spin multiplicity   3